Entry 1:
55
Properties=species:S:1:pos:R:3:forces:R:3:mulliken_charge:R:1 method="wB97M-V/def2-TZVPD" gap_ev="5.9 / 7.8" multiplicity=4 s2=3.822 fmax_ha_per_bohr=0.065 e_homo_ev="-3.8 / -5.9" e_tot_ha=-5849.3424 charge=-1 e_lumo_ev="2.13 / 1.89"
Tc -2.1233 1.0155 -1.8251 2.336 -0.989 2.166 0.30
Cl 2.9750 -3.9958 -4.1347 -0.100 0.083 0.046 -0.22
C 1.6020 -3.0157 -3.7465 -0.013 0.079 -0.030 0.30
C 1.6959 -1.6241 -3.7601 -0.063 -0.043 0.037 -0.07
Cl 3.1932 -0.8723 -4.1836 -0.103 -0.034 0.056 -0.18
C 0.5889 -0.8382 -3.4432 0.167 0.056 -0.107 0.54
Cl 0.6959 0.8846 -3.5208 -0.045 -0.059 0.050 -0.14
C -0.6476 -1.4130 -3.0977 -0.139 0.093 0.295 -0.16
O -1.7044 -0.7357 -2.7659 -0.157 0.231 -0.344 -0.97
C -0.7229 -2.8178 -3.1225 0.027 -0.273 0.066 0.45
Cl -2.2419 -3.5207 -2.7070 0.126 -0.040 -0.011 -0.17
C 0.3761 -3.6057 -3.4344 -0.025 -0.008 0.035 0.00
Cl 0.2338 -5.3287 -3.4233 -0.002 0.109 0.019 -0.19
O -4.0143 1.7081 -2.3375 0.096 0.313 -0.058 -0.76
N -3.1410 2.6816 -1.9286 -0.609 0.673 0.053 -0.07
C -3.1166 3.9015 -2.5486 0.036 0.076 -0.284 0.26
C -2.0583 4.7990 -2.2182 -0.350 -0.255 -0.065 0.07
N -1.1997 5.5273 -1.9503 -0.124 -0.125 -0.038 -0.56
C -4.1198 4.2890 -3.4810 0.246 -0.085 0.327 0.31
N -4.9394 4.6254 -4.2251 0.103 -0.039 0.054 -0.52
C -1.1376 0.8801 -0.3743 -1.343 0.372 -2.094 0.53
Ge 0.0141 0.2312 1.0336 0.002 -0.274 -0.015 1.27
C -0.4528 0.8585 2.8082 -0.225 0.167 0.196 0.11
C 0.3208 0.4284 3.8892 -0.109 0.093 0.067 -0.35
C 0.0173 0.8394 5.1813 -0.065 0.051 -0.071 -0.65
C -1.0639 1.6890 5.4055 0.059 -0.066 -0.086 -0.39
C -1.8370 2.1259 4.3375 0.059 -0.037 -0.020 -0.54
C -1.5325 1.7120 3.0433 0.076 -0.063 0.023 -0.39
C 1.7655 0.9591 0.6158 0.209 0.107 -0.175 0.51
C 1.8845 2.3497 0.7288 0.108 -0.113 -0.036 -0.50
C 3.0680 2.9920 0.3893 -0.013 -0.082 0.008 -0.69
C 4.1536 2.2508 -0.0660 -0.071 -0.024 0.028 -0.41
C 4.0488 0.8716 -0.1863 -0.068 0.002 0.012 -0.78
C 2.8601 0.2290 0.1483 -0.004 0.159 0.054 -0.21
C -0.1855 -1.7123 1.0546 -0.119 -0.173 -0.101 0.50
C 0.6813 -2.6350 0.4628 -0.110 -0.002 0.025 -0.09
C 0.3781 -3.9939 0.4534 -0.016 0.040 0.007 -0.77
C -0.8033 -4.4484 1.0248 -0.017 0.082 -0.011 -0.49
C -1.6853 -3.5421 1.6047 0.094 0.059 -0.012 -0.71
C -1.3773 -2.1862 1.6188 0.149 -0.131 -0.021 -0.41
H 1.1678 -0.2341 3.7217 -0.086 0.059 0.025 0.33
H 0.6223 0.4999 6.0140 -0.019 0.010 -0.016 0.38
H -1.3024 2.0082 6.4134 0.016 -0.008 -0.029 0.36
H -2.6769 2.7899 4.5097 0.043 -0.036 -0.012 0.40
H -2.1395 2.0561 2.2090 0.061 -0.038 0.072 0.32
H 1.0408 2.9392 1.0793 0.066 -0.037 -0.046 0.39
H 3.1395 4.0703 0.4719 -0.002 -0.048 -0.003 0.39
H 5.0790 2.7494 -0.3300 -0.037 -0.012 -0.008 0.37
H 4.8882 0.2915 -0.5530 -0.031 0.025 0.021 0.40
H 2.8007 -0.8477 0.0426 0.050 0.143 -0.001 0.24
H 1.5997 -2.3057 -0.0106 -0.139 -0.076 0.015 0.12
H 1.0627 -4.6969 -0.0114 -0.061 0.067 0.019 0.42
H -1.0421 -5.5060 1.0062 0.007 0.059 0.000 0.37
H -2.6146 -3.8909 2.0431 0.065 0.029 -0.039 0.39
H -2.0737 -1.4862 2.0754 0.060 -0.070 -0.042 0.35

---

Entry 2:
10
Properties=species:S:1:pos:R:3:forces:R:3:mulliken_charge:R:1 method="wB97M-V/def2-TZVPD" gap_ev=7.4 fmax_ha_per_bohr=0.091 e_homo_ev=-4.5 e_tot_ha=-664.1844 charge=-1 e_lumo_ev=2.87
C 0.9530 1.1062 0.3198 0.694 0.755 0.596 0.50
C -0.7242 -0.7290 0.4632 -0.876 -0.851 -4.541 -0.82
C 0.5191 -0.2137 -0.3133 -2.330 0.123 1.145 0.39
O 0.7747 2.2018 -0.1646 0.163 0.087 -0.234 -0.61
O 1.3359 0.7335 1.4699 -0.052 -0.406 -0.966 -0.63
F 1.3470 -1.1147 -0.7523 -0.025 0.175 -0.106 -0.21
I -1.1509 0.5455 -2.6833 0.597 -0.287 0.504 -0.53
H -0.3560 -1.4397 1.1525 0.099 -0.681 1.059 0.34
H -1.2262 0.1343 0.8559 -0.107 0.155 0.444 0.32
H -1.4724 -1.2242 -0.3478 1.837 0.931 2.100 0.26

---

Entry 3:
63
Properties=species:S:1:pos:R:3:forces:R:3:mulliken_charge:R:1 method="wB97M-V/def2-TZVPD" gap_ev=9.4 fmax_ha_per_bohr=0.113 e_homo_ev=-9.2 e_tot_ha=-1378.4332 charge=0 e_lumo_ev=0.10
C 2.0517 -0.3861 1.9686 1.384 0.728 -0.927 -2.03
N 0.8611 -1.1392 1.7399 -1.993 1.135 1.909 0.99
C 1.0088 -2.3118 2.5954 0.170 -1.534 -0.408 -1.16
C -0.3803 -0.3034 2.2343 4.602 1.404 0.047 -1.19
C 3.0555 -0.8654 0.8871 -0.288 -0.761 2.024 0.86
C 2.8993 -0.2442 -0.4923 1.536 -1.036 -1.029 -1.10
N 4.2797 -0.6359 1.6323 3.197 0.759 -1.355 -0.72
H 2.4574 -0.4993 2.9857 0.080 -0.849 -0.228 0.44
H 2.0657 0.7154 2.0066 -0.867 -0.159 -0.683 0.61
H 1.7737 -3.0797 2.2147 -0.543 1.457 0.515 0.22
H 1.2428 -2.0431 3.6718 -0.535 -0.501 -1.071 0.34
H 0.0884 -2.8402 2.3870 -0.405 -0.451 1.007 0.53
H 0.0251 0.6708 2.7743 -1.431 -2.496 -0.345 0.03
H -1.1975 -0.8500 2.5610 -0.951 -1.206 1.801 0.51
H -0.7266 0.0112 1.3306 -1.136 1.595 -2.637 0.51
H 2.8779 -1.9685 0.8377 0.397 0.801 -0.125 0.22
H 3.3219 -0.9709 -1.2762 -0.927 0.820 0.974 0.21
H 1.8670 0.0300 -0.7380 0.333 -0.084 -0.148 0.12
H 3.6141 0.5836 -0.5982 -0.656 0.321 0.140 0.37
H 4.4063 0.3904 1.7221 -0.298 -0.669 0.200 0.28
H 5.1745 -0.8708 1.1216 -1.392 -0.093 0.420 0.31
H -4.0975 0.8745 -0.8190 0.353 -0.565 0.325 0.31
H -5.2828 0.3451 -1.4420 -0.737 -0.579 -0.365 0.29
O -4.5471 0.0118 -0.9322 0.470 1.569 0.153 -0.65
H -2.2286 -1.8654 -1.2839 1.560 0.691 -2.984 0.48
H -3.2945 -1.1975 -0.4243 0.825 -2.075 -0.450 0.28
O -2.7589 -2.0535 -0.5719 -3.463 1.530 3.664 -0.70
H 0.1935 2.1363 0.1477 -3.092 -0.002 -1.802 0.36
H 1.3151 1.2933 0.6115 1.049 -3.223 -0.086 0.13
O 0.9936 2.1376 0.5829 1.562 3.784 1.661 -0.69
H -3.5166 0.5060 3.3574 -1.595 -0.696 -1.748 0.28
H -2.9407 1.8342 3.8328 -0.148 0.982 -0.678 0.33
O -2.9567 0.9003 3.9693 1.688 -0.388 2.338 -0.62
H 0.6448 3.6835 3.8551 0.410 0.327 0.175 0.27
H 0.5835 2.7403 2.6114 0.079 0.290 -0.076 0.35
O 0.0787 3.1072 3.3551 0.124 -0.637 -0.104 -0.70
H -1.0194 -2.1557 -3.4041 0.599 -2.482 -3.924 0.22
H -0.6837 -2.1928 -1.9126 -0.128 0.152 -1.198 0.47
O -1.2047 -1.7184 -2.6485 -0.406 1.523 4.973 -0.91
H -0.5260 0.1377 -2.6567 0.041 -2.224 2.280 0.34
H 0.4142 1.1885 -3.4191 -3.275 -1.562 0.304 0.44
O -0.6095 0.7825 -3.2912 2.754 4.371 -2.680 -0.69
H 0.4129 -1.1805 -3.1874 -2.668 0.327 0.825 0.49
H 1.7286 -1.7850 -2.5893 -1.177 0.673 -1.332 0.30
O 1.2954 -1.3285 -3.3710 4.713 -1.507 0.238 -0.79
H 1.8895 0.0954 -4.0138 -0.246 -1.793 -0.178 0.48
H 1.6384 1.2786 -5.0835 0.377 -0.804 0.813 0.31
O 1.9139 1.0262 -4.1776 0.124 3.146 -0.805 -0.72
H -1.7251 3.5985 -3.7409 -0.374 -0.692 -1.168 0.31
H -0.4508 4.1338 -3.0485 -1.789 -0.274 0.207 0.35
O -1.4409 4.0108 -2.9469 2.245 1.621 0.333 -0.67
H 0.3522 -3.7249 -0.6034 -0.449 -0.214 -0.531 0.34
H 0.6924 -2.3902 -0.2233 0.049 0.112 -1.210 0.33
O 0.6178 -2.9190 -1.0792 0.705 0.757 1.871 -0.73
H -1.8019 3.1642 -1.6307 0.201 -1.161 0.820 0.39
H -1.7716 1.6726 -1.8008 0.371 -0.519 -0.467 0.19
O -1.7695 2.3147 -1.0932 -0.529 1.005 0.579 -0.53
H -1.5031 3.2079 2.8202 1.012 0.087 0.382 0.44
H -2.1576 3.0103 1.4564 -0.005 -0.071 -0.158 0.28
O -2.3252 3.3032 2.3553 -1.550 0.143 -0.506 -0.70
H -1.7498 -4.5735 -0.0291 1.573 2.819 1.981 0.31
H -1.9150 -3.0129 0.4081 0.956 -1.238 -0.264 0.43
O -1.2536 -3.7906 0.4946 -2.490 -2.381 -1.286 -0.72

---

Entry 4:
117
Properties=species:S:1:pos:R:3:forces:R:3:mulliken_charge:R:1 method="wB97M-V/def2-TZVPD" gap_ev=9.2 fmax_ha_per_bohr=0.102 e_homo_ev=-10.9 e_tot_ha=-4621.9100 charge=+1 e_lumo_ev=-1.74
Cs -12.2095 -29.8105 15.9737 -0.005 -0.114 -0.152 0.66
C -16.9443 -33.2253 16.4631 -0.766 3.141 -0.351 -0.29
C -16.1124 -31.9500 15.9920 0.702 -1.440 -0.075 0.35
O -16.9228 -31.1626 15.1167 -1.970 -0.350 -0.458 -0.09
S -18.5166 -31.7502 15.0382 1.823 1.286 3.438 1.04
O -19.0942 -31.6161 13.7307 1.139 -0.753 1.404 -0.53
O -19.2079 -31.1290 16.2012 1.404 -1.919 -2.806 -0.55
O -17.9611 -33.2696 15.3995 -1.067 0.113 -0.401 -0.42
H -17.4781 -32.9659 17.3773 0.075 -0.275 0.118 0.29
H -16.3666 -34.1390 16.6028 -0.323 0.050 -0.720 0.38
H -15.2575 -32.3229 15.4280 -0.072 0.057 -0.508 -0.07
H -15.6403 -31.3561 16.7747 -0.829 0.120 0.215 -0.14
C -14.0144 -27.2720 9.5404 1.236 -0.325 -1.805 -0.46
C -13.0399 -28.4718 9.2027 -0.893 1.952 1.109 -0.11
O -13.6406 -29.4105 10.0511 -1.333 -2.477 2.826 -0.32
S -14.0187 -28.8160 11.5788 2.108 1.750 -0.224 1.06
O -12.9009 -28.9292 12.5030 -1.047 0.209 -1.899 -0.19
O -15.2775 -29.1909 12.1382 0.346 0.027 -1.685 -0.55
O -14.0087 -27.2399 10.9512 -0.539 -1.422 1.221 -0.35
H -14.9893 -27.4569 9.0892 -0.222 -0.328 0.393 0.29
H -13.7053 -26.3142 9.1218 0.349 0.071 0.532 0.37
H -12.0478 -28.2942 9.6176 0.268 0.334 -0.513 0.08
H -13.0261 -28.8649 8.1861 -0.197 0.156 0.175 0.32
C -15.5852 -31.3799 21.9476 -0.440 -1.243 0.502 -0.33
C -14.4004 -32.3724 21.8612 0.331 1.354 -0.618 -0.42
O -13.5656 -31.7016 20.8858 1.524 -0.420 -0.664 -0.24
S -14.4523 -31.0319 19.7255 1.560 -1.818 0.748 0.94
O -15.1094 -32.1347 19.0583 -0.164 1.470 0.356 -0.56
O -13.5824 -30.1698 18.9136 -2.526 -0.923 2.515 -0.18
O -15.4043 -30.4262 20.9335 -0.023 1.708 -2.761 -0.34
H -15.5658 -30.8592 22.9050 -0.157 0.122 -0.227 0.32
H -16.5303 -31.9014 21.7958 -0.063 0.161 0.120 0.26
H -14.6269 -33.3676 21.4786 -0.141 0.094 0.352 0.26
H -13.8578 -32.3273 22.8055 0.123 -0.535 -0.289 0.29
C -9.4245 -24.6710 12.0910 0.465 -0.237 -1.012 -0.26
C -9.0272 -23.4352 12.8558 -1.559 1.526 0.972 -0.28
O -8.4128 -23.7803 14.0930 0.744 -2.028 0.615 -0.34
S -8.2622 -25.3906 14.2099 1.302 -1.177 -1.280 1.09
O -9.3216 -25.9963 15.0206 2.403 1.455 -1.038 -0.42
O -6.8218 -25.6865 14.2927 -3.378 0.256 0.831 -0.54
O -8.6249 -25.6821 12.6297 0.761 -0.879 1.714 -0.27
H -9.0597 -24.5642 11.0694 -0.383 0.003 -0.142 0.27
H -10.4696 -24.9804 12.0787 -0.097 0.362 0.318 0.25
H -9.8965 -22.9411 13.2898 -0.232 0.670 -1.146 0.27
H -8.3691 -22.7804 12.2847 -0.054 -0.030 0.232 0.26
C -15.0471 -26.6327 17.4657 0.480 1.120 0.756 -1.42
C -15.6439 -27.4765 16.3919 3.341 -3.803 1.436 0.72
O -15.0575 -28.5076 15.9906 0.878 1.077 -0.215 -0.41
N -16.8745 -27.3185 16.1123 -4.763 1.479 -1.236 -0.12
C -17.5785 -28.0055 15.0097 1.045 -0.079 -0.651 -0.45
H -14.8781 -25.6044 17.1458 0.214 0.005 -0.262 0.40
H -14.1218 -27.0400 17.8731 0.011 -0.118 -0.493 0.16
H -15.6787 -26.5044 18.3447 -0.480 -0.285 -0.123 0.41
H -17.3494 -26.6020 16.6424 -0.235 0.014 -0.408 0.21
H -18.4283 -28.6386 15.2650 0.105 0.322 0.527 0.28
H -16.8322 -28.6347 14.5247 -0.049 -0.210 0.335 -0.04
H -17.8408 -27.3190 14.2047 -0.347 0.391 0.381 0.30
C -11.3972 -33.3624 12.8249 2.601 -0.380 -1.107 -0.95
C -12.7641 -32.9251 12.9309 -1.823 -1.294 -0.525 0.53
O -13.0445 -32.0644 13.7088 -1.034 2.157 1.639 -0.31
N -13.6678 -33.5867 12.1477 0.537 0.777 0.450 -0.14
C -15.0961 -33.1737 11.9706 1.446 -1.022 -0.168 -0.67
H -10.9195 -32.7150 12.0895 0.264 0.671 0.227 0.15
H -11.1834 -34.3025 12.3163 -0.383 -0.543 0.590 0.52
H -10.8900 -33.2451 13.7825 0.001 -0.177 -0.175 -0.05
H -13.1104 -34.1344 11.5079 -1.225 -0.349 -0.553 0.21
H -15.2186 -33.0255 10.8977 -0.488 0.231 0.190 0.33
H -15.3187 -32.2885 12.5664 0.291 0.036 -0.204 0.10
H -15.7126 -33.9990 12.3270 -0.195 0.129 -0.181 0.30
C -11.0883 -33.4273 18.9309 -1.727 -1.072 -0.057 -1.04
C -11.2939 -33.8669 17.4737 1.927 3.004 1.022 0.38
O -11.5672 -32.9280 16.7025 -0.373 -2.345 -0.184 -0.32
N -11.0154 -35.1665 17.2047 -0.064 0.885 -0.928 -0.14
C -10.9932 -35.5628 15.8185 -1.231 -1.276 -0.757 -0.78
H -10.1692 -33.6587 19.4693 0.218 0.198 -0.514 0.44
H -11.8523 -34.0380 19.4119 -0.126 -0.037 0.681 0.45
H -11.4624 -32.4072 19.0186 0.628 0.027 0.025 -0.06
H -10.4183 -35.6429 17.8654 -0.272 0.014 -0.030 0.25
H -11.2662 -36.6138 15.7238 0.502 -0.304 0.322 0.40
H -10.0935 -35.3971 15.2259 0.134 0.354 0.366 0.30
H -11.8645 -35.1452 15.3139 0.295 0.689 0.028 0.13
C -8.5595 -31.6494 16.4397 0.943 0.947 -0.679 -0.50
C -7.9512 -30.3252 15.8959 -1.282 1.036 -1.000 0.40
O -8.4483 -29.6477 14.9647 0.632 -1.749 1.569 -0.56
N -6.8667 -29.8706 16.5667 1.136 0.653 -0.244 -0.10
C -6.0829 -28.6787 16.1702 -0.763 0.570 0.031 -0.86
H -8.0422 -31.9106 17.3629 -0.502 0.078 0.312 0.36
H -8.3192 -32.4711 15.7651 -0.138 0.135 -0.331 0.41
H -9.6418 -31.5426 16.5126 0.278 -0.152 0.294 -0.23
H -6.5155 -30.3358 17.3915 -0.276 -0.225 -0.318 0.23
H -6.3734 -28.2296 15.2205 -0.184 -0.841 -0.253 0.22
H -5.0043 -28.8354 16.1576 -0.168 -0.336 0.145 0.38
H -6.3188 -27.8388 16.8238 0.215 -0.064 0.520 0.23
C -10.3992 -29.3548 20.8963 1.825 0.546 -0.695 -0.78
C -9.7146 -29.0230 19.5513 -1.749 -0.451 -0.212 0.43
O -10.2931 -29.3263 18.4986 0.215 -0.273 0.417 -0.33
N -8.5453 -28.3825 19.4682 0.577 1.000 -0.581 -0.02
C -7.7628 -27.6234 20.4367 0.358 -0.175 -0.394 -1.06
H -10.6970 -30.4029 20.8667 -0.536 0.335 -0.097 0.07
H -11.1767 -28.6008 21.0198 -0.293 -0.489 0.141 0.25
H -9.6649 -29.2543 21.6955 -0.134 0.126 0.217 0.47
H -8.2849 -28.2871 18.4971 0.029 0.150 -0.080 0.07
H -8.2618 -26.7889 20.9294 -0.845 -0.935 0.931 0.32
H -7.0450 -26.9487 19.9702 0.422 -0.807 -0.881 0.33
H -7.2201 -28.3973 20.9796 0.021 0.867 0.981 0.39
C -8.9078 -32.1563 8.6338 -0.356 -0.727 -0.447 -1.13
C -8.6506 -31.3031 9.8408 0.137 -0.114 -1.793 0.75
O -7.4756 -31.1232 10.0731 0.211 0.809 1.684 -0.62
N -9.7366 -30.7056 10.4001 -0.118 -0.379 0.746 0.00
C -9.6534 -29.7771 11.5268 0.748 0.024 -1.292 -0.89
H -9.2275 -33.1591 8.9172 -0.372 -0.012 0.008 0.26
H -7.9583 -32.3063 8.1200 -0.105 0.236 0.071 0.33
H -9.6181 -31.7018 7.9432 -0.165 -0.149 0.033 0.30
H -10.6627 -30.9782 10.1032 0.330 -0.098 -0.181 0.21
H -8.5875 -29.7247 11.7487 -0.163 -0.116 0.613 0.33
H -10.2906 -30.0780 12.3584 0.213 0.233 -0.039 0.21
H -9.8861 -28.8065 11.0887 -0.425 0.306 0.663 0.25